Entry from OMol25: C6H42BeO16 as an isolated structure at a distorted geometry (ωB97M-V/def2-TZVPD).

Results
**Orbital gap**: 8.3 eV
**HOMO**: -8.57 eV
**Total charge**: 0
**E_LUMO**: -0.31 eV

Geometry (Å):
Be: -1.496 0.440 1.762
C: 1.565 -0.130 -0.539
C: 0.143 -0.725 -0.277
C: 0.089 -1.957 0.689
O: -0.694 0.235 0.456
H: 2.030 -0.172 0.421
H: 1.581 0.880 -0.877
H: 2.142 -0.763 -1.266
H: -0.398 -0.943 -1.152
H: 0.458 -1.743 1.732
H: 0.763 -2.720 0.282
H: -0.963 -2.346 0.812
C: -3.868 -1.269 3.860
C: -3.075 -1.680 2.686
C: -3.762 -2.703 1.787
O: -2.793 -0.601 1.814
H: -3.153 -0.726 4.475
H: -4.228 -2.165 4.373
H: -4.690 -0.744 3.642
H: -2.086 -2.012 2.930
H: -4.713 -2.338 1.391
H: -3.851 -3.562 2.426
H: -3.068 -3.013 1.011
O: 0.749 2.518 1.395
H: 1.290 3.326 1.391
H: 0.836 2.023 0.600
O: 0.599 -2.550 -3.362
H: -0.127 -2.787 -2.755
H: 1.447 -2.992 -3.297
O: 4.125 2.368 0.848
H: 4.738 2.183 1.526
H: 4.263 1.605 0.249
O: -2.154 2.040 1.709
H: -2.260 2.616 0.977
H: -2.556 2.624 2.363
O: -0.543 -0.257 -4.452
H: -0.627 0.526 -3.956
H: 0.105 -0.656 -3.870
O: 2.727 3.888 -0.927
H: 2.580 3.242 -1.621
H: 3.352 3.431 -0.318
O: 3.401 0.204 -3.504
H: 2.609 0.744 -3.316
H: 3.087 -0.471 -4.109
O: -0.592 0.293 3.148
H: 0.320 -0.089 3.105
H: -1.012 -0.002 3.959
O: 2.253 0.532 2.784
H: 3.108 0.358 2.518
H: 1.949 1.183 2.217
O: 1.594 2.427 -3.053
H: 0.896 2.331 -2.432
H: 1.627 3.261 -3.549
O: -3.162 -1.297 -0.902
H: -3.648 -0.692 -1.533
H: -3.227 -1.044 0.056
O: -1.668 -3.414 -1.982
H: -1.821 -3.726 -1.074
H: -2.164 -2.583 -2.045
O: 4.950 0.874 -1.304
H: 4.527 0.618 -2.095
H: 5.650 1.471 -1.540
O: -0.767 2.238 -1.632
H: -0.924 1.486 -1.086
H: -1.478 2.888 -1.571

Entry from OMol25: one molecule with the formula CH5Cl2NSi at a distorted geometry (ωB97M-V/def2-TZVPD).

Results
**Orbital gap**: 9.9 eV
**HOMO**: -9.12 eV
**Total charge**: 0
**SMILES string**: CN[SiH](Cl)Cl
**E_LUMO**: 0.73 eV

Geometry (Å):
C: -0.595 0.428 1.198
N: 0.552 -0.160 0.546
Si: 0.293 -0.538 -1.229
Cl: 0.133 1.225 -2.254
Cl: 1.693 -1.669 -2.198
H: -1.315 0.606 0.365
H: -0.954 -0.080 2.066
H: -0.196 1.454 1.587
H: 1.399 -0.227 0.982
H: -1.010 -1.040 -1.064

Entry from OMol25: a 2-piece molecular cluster, C2H6FNS overall at a distorted geometry (ωB97M-V/def2-TZVPD).

Results
**Orbital gap (alpha / beta)**: 6.2 / 6.2 eV
**HOMO (alpha / beta)**: -8.64 / -8.64 eV
**Total charge**: 0
**E_LUMO (alpha / beta)**: -2.39 / -2.39 eV

Geometry (Å):
C: -0.002 -1.121 -0.438
C: -0.003 1.017 0.621
N: 0.242 -0.365 0.726
F: 2.883 0.951 -0.437
S: 3.119 -0.389 0.483
H: 0.447 -2.111 -0.324
H: -1.086 -1.251 -0.563
H: 0.359 -0.642 -1.357
H: -0.174 1.426 1.618
H: 0.874 1.534 0.199
H: -0.832 1.259 -0.057

Entry from OMol25: C21H21ClN5O3Os as an isolated structure (ωB97M-V/def2-TZVPD).

Results
**Orbital gap (alpha / beta)**: 6.6 / 6.6 eV
**HOMO (alpha / beta)**: -11.32 / -11.32 eV
**Total charge**: +1
**E_LUMO (alpha / beta)**: -4.71 / -4.71 eV

Geometry (Å):
Os: 0.103 0.447 0.129
N: -1.669 -0.020 1.249
C: -1.692 -1.401 1.818
C: -0.337 -2.079 1.665
O: -0.089 -3.123 2.217
N: 0.484 -1.381 0.826
C: 1.846 -1.826 0.598
C: 2.741 -0.596 0.567
O: 3.919 -0.575 0.740
O: 2.045 0.560 0.323
H: -1.712 0.647 2.014
H: -2.493 0.148 0.683
H: -2.435 -2.004 1.300
H: -1.969 -1.370 2.869
H: 1.923 -2.298 -0.388
H: 2.175 -2.547 1.342
C: -1.950 -1.140 -1.649
N: -1.255 0.134 -1.385
C: -1.336 1.081 -2.318
C: -0.582 2.216 -2.156
C: -0.313 3.382 -2.899
C: 0.681 4.050 -2.213
C: 0.990 3.278 -1.072
N: 0.223 2.192 -1.024
C: -0.991 -2.288 -1.853
C: 0.135 -2.121 -2.656
C: 1.012 -3.175 -2.857
C: 0.776 -4.403 -2.251
C: -0.348 -4.576 -1.459
C: -1.232 -3.522 -1.267
H: -2.551 -1.002 -2.549
H: -2.654 -1.374 -0.847
H: -1.964 0.918 -3.188
H: -0.774 3.668 -3.831
H: 1.155 4.977 -2.489
H: 1.745 3.465 -0.323
H: 0.332 -1.164 -3.128
H: 1.883 -3.039 -3.486
H: 1.466 -5.223 -2.400
H: -0.536 -5.529 -0.981
H: -2.110 -3.668 -0.646
Cl: 2.198 1.781 5.169
C: 1.215 2.285 3.858
C: 0.578 3.515 3.867
C: -0.217 3.849 2.785
C: -0.341 2.966 1.731
N: 0.297 1.785 1.722
C: 1.061 1.442 2.774
H: 0.702 4.186 4.706
H: -0.737 4.795 2.747
H: -0.953 3.189 0.868
H: 1.559 0.486 2.746